# 1
C24H45BF4LuP2 | ωB97M-V/def2-TZVPD

Structure (XYZ):
```
77
Properties=species:S:1:pos:R:3:forces:R:3
H -1.026 0.223 -3.979 0.152 -0.404 0.189
H 1.959 -0.743 4.371 0.254 0.130 0.017
H -1.140 -3.344 -2.118 0.304 0.890 0.246
H 3.564 -0.430 3.641 -0.243 0.108 0.274
H -0.383 -0.703 2.406 0.121 0.037 -1.064
C 0.635 -3.687 0.879 0.202 -0.428 -0.420
C -4.195 0.365 0.970 -0.089 -0.194 -0.097
H -1.048 -1.372 -3.166 -0.153 0.050 -0.227
C 0.688 -0.136 -2.734 0.197 0.396 0.948
H 4.686 -0.380 -1.277 -0.181 -0.077 0.224
H 0.344 -4.289 1.760 -0.034 0.544 -0.158
P 1.844 0.986 2.701 -0.126 -0.281 -0.641
C -0.393 -0.613 -3.637 -0.168 -0.017 -0.553
C -2.610 -2.985 1.012 -0.290 0.147 0.073
H 3.396 2.749 3.390 -0.051 0.055 -0.282
C -0.184 -4.207 -0.349 0.879 -0.332 -0.232
H -4.154 1.272 -2.682 -0.032 -0.296 0.193
C 2.975 2.489 -1.403 0.000 0.594 0.327
H 2.845 -2.454 -3.096 -0.217 -0.030 0.138
C -3.075 2.504 -0.382 0.158 0.089 0.091
H 0.534 -4.575 -1.107 -0.399 0.292 0.374
H -1.568 -3.165 2.896 0.248 0.319 -0.223
H -3.632 0.719 1.845 -0.169 -0.116 -0.199
C 0.269 2.408 -2.987 -0.393 0.535 -0.145
H 3.937 0.190 0.228 -0.017 -0.221 -0.213
C 2.191 1.273 -1.706 -0.497 -0.995 -0.355
C 0.559 -2.203 1.189 -0.248 -0.821 3.561
H 0.135 2.675 3.091 0.026 -0.270 0.181
H 0.032 -1.084 -4.536 -0.263 -0.052 0.126
H -0.790 2.176 -3.152 0.106 0.088 -0.022
H -2.474 -1.676 2.717 0.417 -0.148 -0.201
C 1.003 1.231 -2.472 0.621 -0.955 0.315
H -2.400 2.752 0.446 -0.148 -0.047 -0.231
H 2.468 3.195 1.909 0.271 -0.317 0.172
F -0.289 0.880 0.307 -0.419 -0.500 0.196
H -2.602 -4.085 1.130 0.177 0.432 -0.418
H 3.760 2.291 -0.669 0.002 0.044 -0.107
H -2.951 -2.114 -1.000 0.753 -0.085 0.086
C 1.688 -0.948 -2.087 -0.744 0.580 0.950
C 2.999 2.384 2.431 0.128 -0.003 0.116
H -0.297 1.098 3.821 0.030 0.220 0.079
H -2.674 2.927 -1.307 0.010 0.002 0.140
H 3.446 2.894 -2.311 -0.024 -0.102 0.199
C 2.013 -2.368 -2.376 0.253 -0.603 -0.246
H 3.829 2.035 1.799 -0.183 0.214 0.212
H -4.103 -0.499 -2.410 -0.279 0.339 -0.044
P -3.185 0.688 -0.527 0.427 0.053 -0.023
C 0.517 1.814 3.654 0.104 0.047 0.157
H -4.066 2.939 -0.181 0.278 -0.153 -0.105
C 2.576 -0.054 -1.406 -0.940 0.348 -0.659
Lu -0.434 -0.948 -0.480 2.068 7.008 -4.133
H 0.309 3.259 -2.293 0.045 -0.243 -0.217
H 1.165 -2.908 -2.822 0.166 0.005 0.120
H 3.707 -1.495 -0.302 0.107 0.238 -0.039
H 2.341 3.283 -0.998 0.173 -0.064 -0.040
F 0.821 4.912 -0.608 -0.974 0.072 1.141
C 2.654 0.043 4.043 0.146 0.093 0.056
F -1.295 5.241 0.311 1.429 -0.473 0.207
H 0.911 2.143 4.624 -0.246 0.067 -0.138
H -4.400 -0.708 1.080 -0.054 0.287 0.056
C 3.780 -0.454 -0.652 0.660 -0.181 0.341
C -0.536 -1.614 1.803 1.984 -2.046 2.223
H -3.677 -2.696 1.117 0.707 -0.136 -0.094
H 2.899 0.696 4.890 0.079 -0.262 -0.046
C -2.162 -2.593 -0.393 -0.670 -3.404 -1.049
F 0.482 4.542 1.655 -0.569 0.337 -1.087
H 2.343 -2.891 -1.465 -0.069 -0.119 -0.238
H 1.694 -3.943 0.697 -0.494 0.242 0.081
H -0.726 -5.113 -0.024 -0.217 0.478 -0.201
C -1.801 -2.362 2.175 -0.597 0.351 0.108
H -5.377 0.491 -1.625 0.192 0.048 -0.179
B -0.002 4.890 0.455 0.008 0.225 -0.247
H 1.550 -1.727 1.299 -0.648 0.471 -0.391
H 0.675 2.750 -3.952 -0.080 -0.020 0.216
C -4.328 0.474 -1.946 -0.086 -0.314 0.088
H -5.145 0.911 0.901 0.187 -0.144 0.117
C -1.103 -3.226 -1.027 -3.057 -1.623 0.624
```
Forces are in eV/Å.

Summary:
- HOMO level (spin up / spin down): -9.4 / -9.4 eV
- 2S+1: 1
- Net charge: +1
- Orbital gap (spin up / spin down): 4.720 / 4.719 eV



# 2
C2H4N4OS | ωB97M-V/def2-TZVPD

Structure (XYZ):
```
12
Properties=species:S:1:pos:R:3:forces:R:3
H 3.234 0.220 -0.544 -0.655 -2.381 0.952
C -1.367 0.104 -0.223 -4.187 0.265 0.117
H -3.232 0.570 -0.215 -0.476 1.070 0.183
H -0.693 1.235 1.353 -0.624 0.692 -3.662
N -0.807 1.403 0.210 1.860 -2.389 3.007
C 1.506 -0.304 -0.213 -1.420 2.067 3.228
O -0.536 -0.914 -0.497 -3.498 1.239 -2.559
S 0.967 1.527 -0.261 -1.262 -1.441 -0.486
N -2.629 -0.213 -0.307 3.416 0.378 -0.096
N 0.419 -0.966 0.443 2.892 -1.964 0.280
H 0.453 -2.000 0.421 1.486 0.552 0.997
N 2.685 -0.661 -0.167 2.469 1.915 -1.961
```
Forces are in eV/Å.

Summary:
- HOMO level: -9.6 eV
- 2S+1: 1
- ΔE to the lowest compared entry with this formula, charge and spin: 327.5 kJ/mol
- Orbital gap: 9.783 eV



# 3
C13H12N4O2OsS2SbSe4 | ωB97M-V/def2-TZVPD

Structure (XYZ):
```
39
Properties=species:S:1:pos:R:3:forces:R:3
H 3.112 -1.858 1.015 -0.053 0.014 -0.228
N 0.515 -3.088 0.436 0.069 0.099 -0.475
C 1.617 3.795 0.408 0.074 0.135 0.006
Se 3.289 -0.604 3.606 0.068 -0.195 0.343
H -3.059 -3.958 -3.495 0.036 0.065 0.038
H -1.119 -0.969 -4.062 0.059 -0.011 0.034
C 3.157 -0.796 0.817 -0.269 -0.179 0.040
Se 0.756 2.668 4.027 0.044 -0.448 0.124
C -2.873 -3.321 -2.647 0.075 0.216 -0.180
Se -0.679 -0.747 2.378 -0.314 -0.215 1.010
C -3.015 -3.550 -1.328 0.039 0.068 0.203
N 0.132 1.946 0.643 -0.039 0.250 -0.427
Se 0.266 -0.782 6.156 0.023 0.014 0.040
Os 0.054 -0.120 0.329 0.027 -0.471 -0.544
H 2.625 4.161 0.255 -0.047 0.012 0.039
C 0.549 4.666 0.551 0.092 0.045 -0.018
C 1.386 2.436 0.484 0.020 -0.236 0.135
H -3.334 -4.428 -0.793 0.027 0.097 -0.020
N -2.409 -2.022 -2.786 -0.063 -0.012 -0.329
C 4.326 -0.113 0.659 0.316 0.185 -0.095
H -2.271 -2.057 -4.860 0.000 -0.019 0.018
H -1.578 4.812 0.889 0.036 -0.032 0.018
O 0.507 -4.094 -0.186 0.058 0.017 0.303
O 0.202 -2.028 -0.356 -0.130 0.292 0.043
S 4.090 1.561 0.376 0.125 0.047 0.018
H -2.634 -2.231 0.301 0.080 0.017 0.054
C -2.139 -1.343 -4.053 0.012 -0.098 0.049
C 2.013 0.062 0.717 -0.096 0.146 -0.475
S -1.725 0.159 -1.263 0.004 -0.139 0.204
C -0.896 2.794 0.796 0.127 -0.225 -0.045
C -0.726 4.161 0.758 -0.010 0.073 0.067
H 5.333 -0.509 0.687 -0.114 0.038 0.000
H -2.826 -0.513 -4.188 -0.050 0.019 0.021
C 2.394 1.376 0.482 -0.063 0.009 0.211
C -2.268 -1.460 -1.582 0.224 0.001 -0.251
H 0.713 5.736 0.518 -0.008 -0.053 -0.037
H -1.864 2.340 0.953 -0.038 -0.022 -0.045
Sb 1.022 0.299 4.050 -0.080 0.734 -0.092
N -2.642 -2.382 -0.694 -0.263 -0.238 0.244
```
Forces are in eV/Å.

Summary:
- HOMO level (spin up / spin down): -10.8 / -11.0 eV
- Expectation value of S²: 6.04
- 2S+1: 5
- ΔE to the lowest compared entry with this formula, charge and spin: 0.0 kJ/mol
- Net charge: +1
- Orbital gap (spin up / spin down): 6.754 / 5.479 eV



# 4
C12H16N2O4 | ωB97M-V/def2-TZVPD

Structure (XYZ):
```
34
Properties=species:S:1:pos:R:3:forces:R:3
C 1.235 1.094 1.535 2.400 0.958 0.971
C -0.403 1.370 3.415 -3.164 -3.648 -2.594
H 0.561 2.881 1.432 -0.161 0.733 0.239
H -0.069 0.302 -0.913 0.606 0.000 -1.679
C -0.882 -2.206 -1.586 0.752 1.729 -0.012
O -1.781 1.243 3.432 -0.843 2.078 0.483
H 1.826 1.754 -2.074 -1.821 -1.229 0.693
H 2.549 -1.300 -4.711 0.189 -0.037 -0.735
C -0.677 -1.084 0.681 3.332 0.489 0.372
C 0.087 -1.256 -2.332 0.450 -1.434 -3.084
N -2.378 -0.269 -0.869 0.315 -1.198 -1.599
O 0.118 2.116 4.112 3.017 3.185 2.484
C 0.395 -0.034 -1.889 -1.281 1.909 4.355
O 0.459 -1.545 0.710 0.095 -1.374 0.268
H -1.753 0.486 1.427 0.603 -0.219 0.420
C 0.207 0.371 2.383 -0.987 0.686 -0.159
N -0.933 -0.103 1.553 -0.394 0.121 0.638
C 0.780 -1.604 -3.584 -1.294 -0.427 3.118
C 1.887 -0.875 -3.990 -1.188 -1.207 -0.265
O 0.820 2.231 0.787 -0.265 -0.877 0.327
H -2.958 0.106 -0.167 -0.564 0.438 1.399
H -0.260 -2.986 -1.119 -0.466 -0.004 -0.382
H -3.088 -0.649 -1.510 0.579 0.231 -0.026
C 2.154 0.347 -3.402 0.127 -2.175 -1.470
H 2.986 0.871 -3.751 1.135 1.014 -0.311
C 1.379 0.755 -2.396 1.979 3.509 0.473
H 1.738 0.445 0.827 -0.354 -0.321 0.018
H -2.274 -2.131 -0.063 -1.295 -1.777 1.265
C -1.570 -1.452 -0.397 -1.693 0.823 -2.658
H 0.377 -2.550 -3.915 0.841 -0.246 -0.942
H 0.827 -0.403 2.923 -1.311 0.348 -0.588
H -2.178 2.091 3.847 1.151 -2.034 -0.590
H 2.054 1.378 2.296 -0.969 -0.113 -1.029
H -1.649 -2.604 -2.287 0.481 0.069 0.601
```
Forces are in eV/Å.

Summary:
- HOMO level: -8.7 eV
- 2S+1: 1
- ΔE to the lowest compared entry with this formula, charge and spin: 291.4 kJ/mol
- Orbital gap: 9.024 eV



# 5
C3H7INS2 | ωB97M-V/def2-TZVPD

Structure (XYZ):
```
14
Properties=species:S:1:pos:R:3:forces:R:3
I 2.280 -0.159 -0.579 -0.384 0.137 0.015
H 0.777 1.788 -1.584 -1.397 0.310 -2.151
H -1.353 0.004 1.022 0.129 0.685 0.380
S -2.892 0.094 -0.889 -0.170 0.098 -0.121
H 1.873 2.426 1.103 -2.597 -0.126 -2.319
N 1.116 2.427 0.273 4.022 -3.061 2.156
C 0.440 -2.380 0.669 -1.715 0.736 -0.255
S -1.063 -2.069 -0.122 0.907 1.605 0.490
C -1.587 -0.432 0.078 1.066 -2.416 0.208
H 0.605 -2.089 1.685 0.039 0.981 0.460
C 1.215 1.537 -0.694 1.522 -0.236 2.761
H 0.524 -3.423 0.663 0.450 -1.721 -0.585
H -2.709 -1.002 -1.634 -0.500 0.116 -0.595
H 0.776 3.279 0.008 -1.372 2.893 -0.443
```
Forces are in eV/Å.

Summary:
- HOMO level (spin up / spin down): -11.0 / -10.7 eV
- 2S+1: 1
- ΔE to the lowest compared entry with this formula, charge and spin: 230.6 kJ/mol
- Net charge: +1
- Orbital gap (spin up / spin down): 5.862 / 5.460 eV



Q: Number 3 is which compound?
A: C13H12N4O2OsS2SbSe4



Q: 2S+1 of number 3 (C13H12N4O2OsS2SbSe4)?
A: 5



Q: Which value of 2S+1 does entry 3 give?
A: 5



Q: 2S+1 of number 4 (C12H16N2O4)?
A: 1